23
Properties=species:S:1:pos:R:3 method="wB97M-V/def2-TZVPD" relative_energy_kj_mol=102.1 e_tot_ha=-441.34215 mol_weight_da=118.15 spin_multiplicity=2 lumo_energy_ev="0.50 / 0.33" max_force_ev_per_a=3.157
C 0.136 0.458 0.564
N -0.262 -0.574 1.566
C -1.341 -0.259 2.539
H 0.260 0.014 -0.422
H -0.550 1.302 0.418
H 1.041 0.843 1.062
H 0.545 -1.131 1.937
H -0.636 -1.352 0.990
H -1.154 -0.813 3.484
H -2.393 -0.450 2.278
H -1.269 0.839 2.861
H 0.255 0.032 -4.198
H -0.962 0.499 -3.504
O -0.680 -0.208 -4.102
H 0.442 4.335 0.801
H 1.870 4.003 0.235
O 0.948 3.740 0.241
H 2.715 -2.174 -0.189
H 1.209 -1.903 -0.356
O 1.943 -1.828 0.278
H -0.202 -2.334 -1.852
H -1.081 -1.438 -2.783
O -0.833 -1.599 -1.848

17
Properties=species:S:1:pos:R:3 method="wB97M-V/def2-TZVPD" relative_energy_kj_mol=266.4 e_tot_ha=-251.76105 mol_weight_da=85.15 lumo_energy_ev=1.07 max_force_ev_per_a=4.410
C -2.256 -0.172 -0.964
C -1.084 -0.504 -0.080
C -0.192 0.639 0.013
C 1.231 0.410 0.439
C 2.313 0.226 -0.277
N 1.456 -0.104 1.785
H -1.728 0.343 -1.734
H -2.860 0.679 -0.554
H -2.910 -0.981 -1.302
H -1.490 -1.069 0.764
H -0.464 -1.230 -0.635
H -0.113 0.934 -1.046
H -0.528 1.638 0.463
H 2.367 -0.197 -1.304
H 3.152 0.622 0.316
H 2.367 -0.530 1.890
H 0.739 -0.701 2.227

9
Properties=species:S:1:pos:R:3 method="wB97M-V/def2-TZVPD" relative_energy_kj_mol=448.0 e_tot_ha=-1049.54380 mol_weight_da=122.58 lumo_energy_ev=-0.76 max_force_ev_per_a=2.547
C -0.902 0.522 0.188
C -0.134 -0.704 -0.192
C -0.294 1.895 0.092
O 1.934 -2.220 -0.323
S 1.362 -1.071 0.363
Cl 1.350 1.852 -0.083
H -1.862 0.781 -0.437
H -0.984 0.440 1.332
H -0.472 -1.493 -0.940

76
Properties=species:S:1:pos:R:3 method="wB97M-V/def2-TZVPD" charge=+1 relative_energy_kj_mol=33.9 e_tot_ha=-2671.82429 mol_weight_da=852.98 spin_multiplicity=3 lumo_energy_ev="-2.61 / -4.05" max_force_ev_per_a=0.481
Pd 0.504 1.144 0.161
I 0.253 0.850 2.986
C 1.215 -1.022 3.153
C 1.984 -1.079 4.286
C 2.725 -2.222 4.618
C 2.655 -3.304 3.798
C 1.857 -3.284 2.629
C 1.805 -4.473 1.864
C 1.036 -4.555 0.747
C 0.323 -3.419 0.340
C 0.361 -2.221 1.018
P -0.656 -0.921 0.207
C -2.342 -1.428 0.717
C -2.820 -1.105 1.987
C -4.040 -1.592 2.429
C -4.802 -2.412 1.611
C -4.330 -2.754 0.353
C -3.108 -2.272 -0.091
C -0.560 -1.202 -1.583
C -1.599 -0.751 -2.398
C -1.437 -0.702 -3.775
C -0.236 -1.090 -4.349
C 0.809 -1.517 -3.542
C 0.654 -1.566 -2.167
C 1.114 -2.121 2.242
H 2.024 -0.222 4.946
H 3.327 -2.231 5.516
H 3.200 -4.211 4.026
H 2.386 -5.321 2.203
H 0.975 -5.467 0.170
H -0.271 -3.494 -0.561
H -2.242 -0.471 2.645
H -4.394 -1.329 3.418
H -5.756 -2.789 1.955
H -4.912 -3.402 -0.289
H -2.756 -2.563 -1.070
H -2.527 -0.406 -1.962
H -2.249 -0.350 -4.398
H -0.111 -1.049 -5.423
H 1.757 -1.799 -3.983
H 1.489 -1.867 -1.545
F -0.348 2.164 -5.099
C 0.558 1.892 -4.147
C 0.151 1.828 -2.827
C 1.079 1.523 -1.845
C 2.424 1.290 -2.178
C 2.770 1.379 -3.526
F 4.036 1.144 -3.934
C 1.865 1.673 -4.525
C 3.363 0.944 -1.090
C 4.746 0.817 -1.243
C 5.530 0.484 -0.154
C 4.936 0.285 1.080
C 3.567 0.438 1.164
N 2.800 0.756 0.121
H -0.896 1.991 -2.594
H 2.177 1.720 -5.558
H 5.204 0.981 -2.202
H 6.601 0.386 -0.273
H 5.512 0.023 1.957
H 3.060 0.305 2.108
N -1.305 5.107 -0.123
C -0.455 4.078 -0.330
N -0.906 2.948 0.152
C -2.148 3.244 0.705
C -3.084 2.415 1.318
C -4.252 2.993 1.769
C -4.498 4.367 1.612
C -3.588 5.197 0.992
C -2.411 4.607 0.542
H -1.157 6.056 -0.421
H 0.485 4.192 -0.848
H -2.904 1.354 1.417
H -5.002 2.377 2.248
H -5.428 4.780 1.978
H -3.784 6.253 0.862